[1]
DFT (ωB97M-V with the def2-TZVPD basis set) results for a single C24H31N3O6 molecule in a non-equilibrium geometry.

XYZ file:
```
64
Properties=species:S:1:pos:R:3:lowdin_charge:R:1
C -1.32387 -4.38728 -0.62625 -0.11
H -1.10114 -4.34885 0.44684 0.09
O -0.50766 -3.49228 -1.34061 -0.18
C -0.67692 -2.15799 -0.92004 -0.20
C 0.35050 -1.29545 -1.66977 -0.09
N 0.59836 -0.03865 -1.00092 0.02
C 1.36220 0.07231 0.09937 -0.41
O 1.41353 1.09962 0.76684 0.04
C 2.21251 -1.13009 0.52463 -0.06
N 2.46051 -1.04763 1.94329 0.09
C 1.52507 -1.53075 2.80181 -0.42
O 0.59883 -2.24202 2.44901 0.07
C 1.74497 -1.16703 4.20705 -0.19
C 1.05162 -1.54344 5.32962 0.01
C 1.66676 -0.88099 6.41215 -0.04
C 2.68389 -0.15060 5.87390 -0.10
O 2.74174 -0.31434 4.54726 0.05
H 3.40910 0.50207 6.31918 0.12
H 1.39176 -0.93855 7.44493 0.10
H 0.21628 -2.21135 5.36069 0.12
H 3.04288 -0.28861 2.26505 0.14
H 3.16240 -1.11251 -0.01652 0.14
H 1.70193 -2.07561 0.34998 0.12
C -0.21792 1.13025 -1.38002 -0.13
C -0.27231 1.31026 -2.87380 -0.18
C -1.25174 0.73626 -3.68113 -0.03
C -1.23242 0.92346 -5.04662 0.01
C -0.22821 1.68058 -5.65086 -0.28
C 0.75371 2.25539 -4.85123 -0.02
C 0.72113 2.06724 -3.48093 -0.02
H 1.49071 2.52256 -2.87339 0.12
H 1.54382 2.85220 -5.27906 0.10
O -0.29964 1.79474 -7.00481 -0.08
C 0.67829 2.55626 -7.66963 -0.09
H 0.66787 3.60040 -7.34040 0.10
H 1.68046 2.13928 -7.52533 0.09
H 0.41945 2.51050 -8.72628 0.09
H -1.99214 0.48747 -5.67549 0.12
H -2.05084 0.16928 -3.23290 0.11
H 0.30970 1.99347 -0.95534 0.15
C -1.57590 1.02597 -0.64453 -0.42
O -2.62138 0.68129 -1.15605 0.07
N -1.44965 1.35330 0.64978 0.12
H -0.52424 1.52719 1.02216 0.11
C -2.53450 1.23045 1.60429 -0.29
H -3.43700 1.59719 1.10750 0.15
C -2.17711 2.00642 2.87006 -0.14
C -1.29111 1.02667 3.63729 -0.18
H -1.18500 1.29273 4.68823 0.11
C -1.99147 -0.32115 3.44462 -0.17
H -1.28412 -1.14732 3.45559 0.07
H -2.71461 -0.48078 4.24497 0.11
C -2.71207 -0.22233 2.08918 -0.11
H -3.77103 -0.45532 2.18929 0.11
H -2.28969 -0.91186 1.36076 0.10
H -0.29347 1.00024 3.19465 0.10
H -1.68059 2.94981 2.64700 0.12
H -3.08428 2.21399 3.43826 0.12
H 1.27772 -1.86311 -1.76843 0.13
H -0.01280 -1.08283 -2.67568 0.12
H -0.51377 -2.08725 0.16749 0.10
H -1.69870 -1.81213 -1.13435 0.13
H -2.38618 -4.15983 -0.77523 0.09
H -1.10617 -5.38089 -1.01199 0.09
```

Orbital gap = 0.33766 hartree
ΔE to the lowest compared entry with this formula, charge and spin = 2.5 kcal per mole
HOMO = -8.501 eV
Structure (SMILES) = COCCN(C(=O)CNC(=O)c1ccco1)[C@H](C(=O)NC1CCCC1)c1ccc(OC)cc1
Max |F| = 1.30 eV/Å
Net charge = 0



[2]
DFT (ωB97M-V with the def2-TZVPD basis set) results for a molecular structure, C2HBr4ClS in a non-equilibrium geometry.

XYZ file:
```
9
Properties=species:S:1:pos:R:3:lowdin_charge:R:1
C -0.75445 0.56030 -0.12348 -1.32
C -1.72483 -0.52946 -0.36473 -1.77
S -1.42853 -1.57090 -1.82455 0.33
Cl 0.26304 -2.42201 -1.31282 0.16
Br -1.21404 1.54562 1.47935 0.61
Br -0.44989 1.89719 -1.57841 0.60
Br -1.70526 -1.78236 1.14652 0.63
Br -3.37958 0.33880 -0.63621 0.70
H 0.19769 0.12269 0.36787 0.05
```

Orbital gap = 0.34135 hartree
ΔE to the lowest compared entry with this formula, charge and spin = 1.9 kcal per mole
HOMO = -9.506 eV
Max |F| = 3.73 eV/Å
Net charge = 0